1.
Density functional theory data (ωB97M-V/def2-TZVPD) for a 2-piece molecular cluster, C20H22Br2Cl2F5NO3PS overall in a non-equilibrium geometry.

XYZ file:
```
57
Properties=species:S:1:pos:R:3:forces:R:3:mulliken_charge:R:1
C 1.67248 2.89019 1.93865 0.0519 -0.5057 -0.4188 -0.38
C 0.97520 2.01231 1.50573 -0.0207 0.5643 0.1167 -0.63
C 0.17457 0.91239 1.07102 -0.3074 -0.8214 1.5479 1.85
C 0.38674 -0.31930 1.74090 -0.4503 0.6190 -0.9333 0.37
C 1.36948 -0.49144 2.88656 -0.7700 -0.2575 0.5285 -0.85
O 0.89106 -0.65538 3.97261 -0.0855 0.4004 0.1965 -0.50
O 2.68532 -0.48407 2.66471 -0.0716 0.8238 0.1712 0.14
P 3.59863 -0.42980 4.07919 0.7796 -1.3489 0.7380 0.12
S 3.89682 -2.12360 4.91569 -0.1729 0.1474 -0.1104 -0.32
C -0.41880 -1.39902 1.38983 -0.5560 -1.4504 -0.4024 1.01
C -0.16296 -2.64381 2.20022 0.2332 -0.2494 -0.6613 -0.95
C 0.97037 -3.36389 2.00603 -0.4959 0.3553 0.2317 -0.79
C -1.36442 -1.26619 0.38359 0.4876 -0.0681 0.3058 0.02
C -2.22212 -2.46858 -0.01999 -0.6493 0.0944 0.1349 0.42
F -1.72101 -3.61687 0.42848 0.3642 0.0132 0.2494 -0.27
F -2.28735 -2.60815 -1.35490 -0.0093 0.2560 -0.2140 -0.27
C -3.69360 -2.34832 0.58337 0.1615 -1.0867 -0.0625 0.84
F -3.83141 -1.23863 1.29784 -0.0713 0.5207 -0.0546 -0.24
F -3.91902 -3.37603 1.38040 0.0738 -0.1773 0.3821 -0.27
F -4.59212 -2.40375 -0.38270 -0.2370 0.4873 -0.3280 -0.21
N -1.56266 -0.07715 -0.22426 -0.1549 0.3270 -0.1195 -0.10
C -2.63374 0.10380 -1.24052 -0.1432 0.1570 -0.6484 -2.20
C -2.09896 0.06697 -2.67659 -0.1511 -0.5960 0.1064 -0.12
C -3.01943 0.81686 -3.62872 -0.3167 -0.2552 0.1576 -0.73
O -4.32980 0.25652 -3.57922 0.0880 -0.0983 0.0792 -0.56
C -0.81227 1.00648 0.09737 0.1453 0.5952 0.1921 0.57
C -1.00730 2.34813 -0.57329 0.2024 0.2457 -0.7802 -0.79
Br -1.75084 3.61003 0.72265 -0.1571 -0.2690 0.0825 0.04
C 0.28750 2.87143 -1.30441 -0.3576 0.6724 0.8358 0.61
C 0.59961 4.34267 -1.05946 0.4756 -0.0807 -0.4590 -1.72
Br 0.05976 2.72906 -3.24055 0.1750 -0.2832 0.0509 -0.07
H 2.39977 3.62634 2.19199 -0.1335 0.1234 0.2127 0.54
H 3.00913 0.55569 4.87778 -0.1784 0.1846 -0.3859 0.09
H 4.79883 0.11434 3.61263 -0.3490 0.3527 -0.4098 0.11
H -0.92900 -2.91526 2.92136 0.7274 0.9010 1.1679 0.52
H 1.66174 -3.53694 2.82657 -0.7224 -1.6088 0.2894 0.28
H 1.18023 -3.76207 1.01616 1.0768 1.3260 -0.3334 0.26
H -3.15104 1.03623 -1.02386 0.1164 0.0593 0.2041 0.91
H -3.38459 -0.66871 -1.17010 0.0624 -0.0397 0.3623 0.73
H -2.13161 -0.97782 -2.98400 0.1141 -0.0122 -0.0985 0.44
H -1.05597 0.36596 -2.73467 -0.0594 0.2955 -0.0323 0.22
H -2.68248 0.64390 -4.64742 0.1327 0.2784 -0.0496 0.40
H -3.06852 1.88755 -3.41620 0.2042 0.0763 -0.0947 0.32
H -4.82642 0.63537 -2.84894 -0.0919 0.1048 -0.0726 0.33
H -1.77119 2.33732 -1.33596 -0.0854 -0.2230 0.0653 0.30
H 1.13679 2.27740 -0.98312 0.0825 -0.1774 -0.4159 0.05
H 1.43839 4.60470 -1.70392 0.0617 0.0028 0.0298 0.50
H -0.22617 4.97983 -1.36289 -0.1069 0.0508 0.2232 0.47
H 0.91481 4.52880 -0.03749 -0.2692 0.0259 0.1173 0.31
Cl 2.34595 -0.01977 -0.04139 1.2510 -0.4504 -1.7633 0.16
C 3.11176 -0.91610 -1.39887 0.0810 -0.1275 -0.1453 -0.67
C 4.49538 -1.39340 -1.04150 0.0557 -0.0379 0.0122 -0.46
Cl 5.63395 -0.03793 -0.86911 -0.0144 0.0182 0.0516 -0.18
H 3.12211 -0.25904 -2.26485 0.0311 0.0894 0.0722 0.36
H 2.46904 -1.76751 -1.61900 -0.0110 -0.0062 0.0965 0.30
H 4.87419 -2.03707 -1.83347 -0.0269 0.0298 -0.0393 0.40
H 4.49522 -1.95471 -0.10997 -0.0088 0.0331 0.0210 0.28
```
Positions in Å, forces in eV/Å.

E_HOMO (eV): -11.53
Kohn-Sham gap (eV): 6.76
2S+1: 1
Max |F| (eV Å⁻¹): 2.2
Total charge: +1
LUMO energy (eV): -4.767

---

2.
Density functional theory data (ωB97M-V/def2-TZVPD) for a 2-piece molecular cluster, C5H12NO overall in a non-equilibrium geometry.

XYZ file:
```
19
Properties=species:S:1:pos:R:3:forces:R:3:mulliken_charge:R:1
C 0.19963 0.22791 -0.93594 -0.2181 2.7671 -2.2922 1.64
C -0.96390 -0.26168 -0.21162 1.7066 1.5107 -0.1157 0.14
C 1.09386 1.44085 -0.55498 -1.4543 1.3663 1.3967 -1.30
C 0.17775 -0.00015 -2.47071 -0.4295 0.4912 1.9880 -1.21
C -2.08771 -0.16305 0.42360 0.6793 -3.2460 1.5336 -1.23
N 0.36884 -1.06513 2.45815 -1.4113 -0.0548 -1.3775 -0.41
O 0.21857 -0.92552 -0.12542 1.0279 -2.5723 0.9382 -0.64
H 0.51262 2.46896 -0.45335 0.9280 -2.2349 -0.6605 0.29
H 1.90313 1.55317 -1.27386 -0.1115 0.0256 0.0134 0.35
H 1.54268 1.36419 0.45795 -0.1752 -0.3317 -0.5022 0.35
H 1.18375 -0.01267 -2.83805 0.6239 -0.2106 -0.2543 0.38
H -0.27183 0.97896 -2.84635 -0.1168 -1.8929 -0.0834 0.32
H -0.27390 -1.01735 -2.54582 -0.2431 1.1874 -1.0162 0.36
H -2.47841 -0.92862 1.12614 0.2110 0.6265 -0.6169 0.30
H -2.61847 0.64705 0.16921 -2.4046 2.6460 -0.6415 0.28
H -0.71440 -1.18698 2.44353 2.5068 -0.1849 -0.0377 0.34
H 0.93900 -1.90491 2.48852 -0.5572 -0.7071 0.7264 0.42
H 0.60183 -0.45887 3.22831 0.3094 0.4443 0.1603 0.37
H 0.66697 -0.75616 1.46067 -0.8713 0.3701 0.8415 0.26
```
Positions in Å, forces in eV/Å.

E_HOMO (eV): -13.89
Kohn-Sham gap (eV): 10.18
2S+1: 1
Max |F| (eV Å⁻¹): 3.7
ΔE to the lowest compared entry with this formula, charge and spin (eV): 2.775
Total charge: +1
LUMO energy (eV): -3.711

---

3.
Density functional theory data (ωB97M-V/def2-TZVPD) for an isolated molecule of C5H6O.

XYZ file:
```
12
Properties=species:S:1:pos:R:3:forces:R:3:mulliken_charge:R:1
C 1.63178 -0.84294 0.08911 -0.0228 -0.0981 -0.0313 -1.12
C 0.17854 -0.51121 0.39114 -0.0311 -0.2543 0.3244 0.71
C -0.65408 1.74610 -0.01953 -0.2859 -0.1357 -0.1888 -0.29
C -1.87262 0.90189 -0.07436 0.0244 0.1455 -0.0200 -0.36
C -0.59806 0.34565 -0.58030 0.1563 0.0111 0.0045 -0.24
O -0.38934 -0.89343 1.39042 0.4992 0.0765 -0.1821 -0.52
H 2.09108 -1.35395 0.93971 -0.2488 0.0816 -0.0998 0.32
H 2.25478 0.02228 -0.17138 -0.4515 0.0108 0.0517 0.33
H 1.65847 -1.51732 -0.77204 -0.0179 0.0196 0.0107 0.31
H -2.63515 1.22671 -0.77985 0.0923 -0.0169 0.0865 0.28
H -2.25857 0.54408 0.88364 0.1256 0.0249 -0.1674 0.21
H -0.40368 0.21094 -1.64311 0.1603 0.1349 0.2116 0.37
```
Positions in Å, forces in eV/Å.

E_HOMO (eV): -9.45
Kohn-Sham gap (eV): 8.75
2S+1: 1
Max |F| (eV Å⁻¹): 0.5
ΔE to the lowest compared entry with this formula, charge and spin (eV): 4.128
LUMO energy (eV): -0.700

---

4.
Density functional theory data (ωB97M-V/def2-TZVPD) for a 2-piece molecular cluster, C2H7N2S overall.

XYZ file:
```
12
Properties=species:S:1:pos:R:3:forces:R:3:mulliken_charge:R:1
C 2.53858 -1.46664 -1.23149 -0.4686 0.1321 -0.6894 -0.65
S 1.16754 -0.32630 -1.55397 0.3153 -0.4142 0.0613 -0.11
H 2.15004 -2.45233 -0.96398 -0.1566 0.1849 0.3386 0.27
H 3.08188 -1.62297 -2.15852 0.3208 0.1662 0.0918 0.27
H 3.15274 -1.05741 -0.43637 0.1151 -0.1546 0.0751 0.26
N -1.15159 0.88600 0.51332 0.4077 0.1780 0.0783 -0.36
C -1.53413 0.82671 1.83455 -0.0705 -0.5444 0.0221 0.04
N -2.68635 0.69682 2.35107 0.0359 0.7542 -0.2203 -0.57
H -1.82615 0.92057 -0.22727 -0.4160 -0.1812 0.0559 0.20
H -0.32223 0.35540 0.27570 0.0037 0.3621 -0.0012 0.14
H -0.68052 0.87844 2.49880 0.2091 -0.1809 0.1873 0.32
H -3.37908 0.74242 1.60557 -0.2958 -0.3022 0.0006 0.20
```
Positions in Å, forces in eV/Å.

E_HOMO (spin up / spin down) (eV): -9.17 / -9.17
Kohn-Sham gap (spin up / spin down) (eV): 9.93 / 6.76
Expectation value of S²: 0.753
2S+1: 2
Max |F| (eV Å⁻¹): 0.8
ΔE to the lowest compared entry with this formula, charge and spin (eV): 0.105
LUMO energy (spin up / spin down) (eV): 0.756 / -2.409